{
  "formula": "C42H38CdF4N8S",
  "method": "wB97M-V/def2-TZVPD",
  "e_above_lowest_kcal_mol": 21.3,
  "homo_energy_ev": -7.14,
  "lumo_ha": 0.01693,
  "energy_ha": -3026.65777,
  "homo_lumo_gap_ev": 7.605,
  "symbols": ["Cd", "C", "C", "N", "C", "C", "C", "C", "N", "C", "C", "F", "C", "F", "C", "C", "F", "C", "F", "H", "H", "H", "H", "H", "H", "H", "H", "H", "H", "H", "H", "H", "H", "H", "C", "C", "C", "C", "N", "C", "N", "C", "N", "C", "N", "C", "C", "C", "C", "C", "N", "C", "C", "C", "C", "C", "C", "H", "H", "H", "H", "H", "H", "H", "H", "H", "H", "H", "H", "N", "S", "C", "C", "C", "C", "C", "C", "C", "C", "C", "C", "C", "C", "H", "H", "H", "H", "H", "H", "H", "H", "H", "H", "H"],
  "coordinates": [[11.68, 10.76, 10.96], [15.13, 8.86, 11.40], [15.12, 11.29, 10.24], [14.13, 11.18, 9.22], [14.57, 10.56, 7.98], [15.38, 11.44, 7.00], [13.41, 12.43, 9.04], [12.06, 12.23, 8.31], [11.22, 11.23, 8.92], [9.94, 11.02, 8.54], [9.20, 9.90, 8.98], [9.85, 9.07, 9.87], [7.88, 9.65, 8.62], [7.27, 8.56, 9.14], [7.21, 10.48, 7.73], [7.91, 11.59, 7.27], [7.28, 12.47, 6.43], [9.17, 11.86, 7.70], [9.78, 13.00, 7.29], [15.94, 8.56, 12.11], [14.21, 8.37, 11.72], [16.34, 7.78, 10.06], [15.19, 12.33, 10.56], [16.08, 10.96, 9.90], [15.29, 9.79, 8.24], [13.68, 10.10, 7.52], [16.07, 12.03, 7.62], [15.94, 10.82, 6.28], [14.73, 12.16, 6.47], [13.17, 12.82, 10.04], [13.96, 13.16, 8.46], [11.63, 13.25, 8.36], [12.24, 12.02, 7.24], [6.17, 10.32, 7.43], [8.64, 9.65, 14.05], [9.27, 9.84, 15.28], [10.54, 10.32, 15.31], [11.24, 10.64, 14.09], [10.61, 10.39, 12.93], [9.37, 9.88, 12.91], [12.54, 11.08, 14.23], [13.52, 10.99, 13.35], [13.51, 10.67, 12.07], [14.88, 10.44, 11.54], [15.49, 8.33, 10.11], [14.55, 7.78, 9.28], [14.93, 6.91, 8.26], [13.91, 6.40, 7.47], [12.62, 6.75, 7.65], [12.37, 7.69, 8.63], [13.30, 8.19, 9.45], [15.74, 11.02, 12.65], [17.10, 11.18, 12.77], [17.63, 11.62, 14.02], [16.79, 11.89, 15.08], [15.42, 11.71, 14.97], [14.91, 11.27, 13.74], [7.65, 9.24, 13.94], [8.73, 9.62, 16.17], [11.08, 10.42, 16.24], [8.91, 9.76, 11.96], [15.95, 6.61, 8.08], [14.13, 5.67, 6.70], [11.86, 6.30, 7.05], [11.36, 8.07, 8.78], [17.69, 11.03, 11.89], [18.69, 11.88, 14.06], [17.27, 12.32, 15.94], [14.68, 11.85, 15.76], [11.31, 13.13, 11.91], [12.33, 14.32, 12.18], [11.65, 15.81, 11.52], [12.02, 17.05, 12.01], [11.39, 18.20, 11.54], [10.47, 18.12, 10.53], [10.19, 16.87, 9.92], [10.77, 15.73, 10.46], [12.22, 14.78, 13.92], [13.24, 14.33, 14.72], [13.19, 14.52, 16.09], [12.16, 15.26, 16.63], [11.09, 15.67, 15.81], [11.11, 15.40, 14.45], [10.40, 13.38, 12.34], [12.65, 17.18, 12.85], [11.63, 19.12, 12.03], [10.00, 19.03, 10.23], [9.41, 16.73, 9.17], [10.50, 14.72, 10.16], [14.10, 13.85, 14.26], [14.03, 14.23, 16.69], [12.08, 15.41, 17.72], [10.22, 16.19, 16.18], [10.25, 15.71, 13.82]],
  "lowdin_charge": [1.431, -0.088, -0.138, -0.186, -0.244, -0.073, -0.215, -0.257, -0.100, -0.210, -0.163, -0.028, -0.220, 0.072, 0.045, -0.212, 0.063, -0.152, 0.054, 0.135, 0.110, 0.136, 0.131, 0.114, 0.084, 0.114, 0.073, 0.079, 0.065, 0.055, 0.115, 0.099, 0.121, 0.131, -0.076, -0.083, -0.012, -0.329, -0.008, -0.160, 0.127, -0.377, -0.007, -0.322, 0.025, -0.392, -0.014, -0.098, -0.086, -0.116, 0.127, -0.143, -0.011, -0.064, -0.092, -0.027, -0.108, 0.096, 0.098, 0.102, 0.083, 0.106, 0.110, 0.100, 0.085, 0.105, 0.098, 0.097, 0.110, -0.382, 1.009, -0.424, -0.086, -0.078, -0.067, -0.039, -0.091, -0.392, -0.098, -0.075, -0.068, -0.066, -0.085, 0.014, 0.103, 0.103, 0.093, 0.107, 0.092, 0.096, 0.105, 0.115, 0.102, 0.132]
}